{
  "formula": "C23H53N4O12P",
  "method": "ωB97M-V/def2-TZVPD",
  "lumo_energy_ev": 0.27,
  "e_homo_ha": -0.3141,
  "charge": 0,
  "mol_weight_da": 608.7,
  "homo_lumo_gap_ha": 0.32409,
  "elements": ["C", "C", "C", "O", "P", "O", "O", "C", "O", "C", "O", "N", "O", "H", "H", "H", "H", "H", "H", "H", "H", "C", "O", "C", "C", "N", "C", "C", "O", "C", "H", "H", "H", "H", "H", "H", "H", "H", "H", "H", "H", "H", "H", "H", "H", "C", "O", "C", "C", "N", "C", "C", "O", "C", "H", "H", "H", "H", "H", "H", "H", "H", "H", "H", "H", "H", "H", "H", "H", "C", "O", "C", "C", "N", "C", "C", "O", "C", "H", "H", "H", "H", "H", "H", "H", "H", "H", "H", "H", "H", "H", "H", "H"],
  "positions_angstrom": [[6.31826, 0.07282, -0.86682], [5.78685, -0.46950, -1.78814], [5.08399, -1.18678, -2.83249], [3.72279, -0.75877, -3.02231], [2.69631, -1.34084, -1.95280], [2.82715, -0.65889, -0.68164], [2.96746, -2.91043, -1.76552], [1.79076, -3.50486, -1.18058], [1.25810, -1.23840, -2.64522], [0.61107, -0.00237, -2.45632], [0.11688, 0.11971, -1.12536], [0.05632, 1.48776, -0.81898], [-0.62729, 1.67516, 0.10272], [6.94272, 0.49009, -0.13614], [5.13825, -2.25770, -2.68051], [5.59198, -0.98429, -3.76711], [1.02805, -3.72017, -1.92132], [2.02449, -4.42860, -0.66901], [1.33584, -2.84831, -0.45255], [1.19955, 0.85906, -2.75529], [-0.25976, -0.00771, -3.09647], [-0.93338, -4.62444, 6.43171], [-1.56229, -4.29553, 5.20715], [-1.89150, -2.91611, 5.08359], [-1.04762, -2.25381, 4.01463], [0.34176, -2.13252, 4.43983], [1.24877, -1.70400, 3.37552], [1.44166, -2.63491, 2.18476], [2.09996, -3.85305, 2.49542], [1.25714, -4.89718, 2.94775], [-0.85175, -5.70927, 6.47950], [0.07361, -4.19895, 6.49367], [-1.52794, -4.28374, 7.28429], [-1.80086, -2.39141, 6.03927], [-2.94030, -2.86812, 4.77436], [-1.44498, -1.25569, 3.81185], [-1.13798, -2.85060, 3.09748], [0.65546, -3.02889, 4.78704], [2.22663, -1.55442, 3.83947], [0.92187, -0.72615, 3.00936], [2.09680, -2.11585, 1.48050], [0.50487, -2.82486, 1.64592], [0.26112, -4.84571, 2.50026], [1.17399, -4.89285, 4.03807], [1.71683, -5.84415, 2.66110], [-0.03945, 2.93651, -9.90442], [0.33454, 1.57098, -9.90887], [1.74229, 1.36080, -9.89671], [2.18191, 0.74748, -8.58339], [2.06785, 1.70623, -7.49020], [2.26128, 1.12252, -6.16501], [1.24149, 0.09434, -5.68324], [-0.05777, 0.62850, -5.45893], [-0.88928, 0.65920, -6.60873], [-1.11711, 2.98360, -10.05266], [0.19938, 3.41610, -8.94938], [0.44640, 3.48086, -10.71898], [2.29014, 2.28356, -10.10468], [1.96431, 0.65259, -10.70011], [3.22420, 0.42701, -8.66873], [1.56279, -0.14246, -8.40869], [1.14959, 2.12815, -7.52162], [2.25400, 1.95349, -5.45424], [3.26048, 0.67918, -6.11853], [1.58484, -0.26450, -4.71752], [1.19508, -0.78860, -6.33032], [-0.67574, -0.16472, -7.29257], [-0.79759, 1.61287, -7.13400], [-1.92317, 0.57232, -6.27341], [-3.97259, 0.82581, 7.10802], [-2.72667, 1.38432, 6.73789], [-2.29220, 1.00491, 5.43545], [-2.30623, 2.19201, 4.49539], [-3.67135, 2.60180, 4.18375], [-3.76176, 3.86999, 3.46380], [-3.29593, 5.13197, 4.18469], [-4.09859, 5.49633, 5.29297], [-3.74982, 4.88146, 6.52053], [-4.14242, 1.06383, 8.15705], [-4.79412, 1.24893, 6.52029], [-3.96563, -0.26283, 6.99644], [-2.88538, 0.17805, 5.03431], [-1.25952, 0.65663, 5.53645], [-1.79541, 1.91960, 3.56697], [-1.74003, 3.00159, 4.97406], [-4.19068, 2.68788, 5.04704], [-4.81431, 4.00831, 3.20393], [-3.21527, 3.77668, 2.52028], [-3.38353, 5.95826, 3.47390], [-2.23833, 5.08769, 4.46923], [-2.67799, 4.68199, 6.59121], [-4.31043, 3.95469, 6.67024], [-4.02832, 5.56350, 7.32452]],
  "atomic_forces_ev_per_a": [[0.285, -0.259, -0.493], [-0.387, -0.074, 0.392], [0.525, 0.341, -0.587], [-0.443, -1.076, -0.240], [0.875, -0.163, 0.922], [-0.348, 0.691, 0.766], [-0.768, 0.503, -1.046], [-0.565, -0.625, 0.281], [0.655, 0.156, 0.253], [-1.254, 0.176, -0.307], [0.110, -0.058, -0.246], [0.027, 0.055, 0.017], [0.074, 0.011, 0.229], [0.149, 0.401, 0.581], [-0.127, -0.232, 0.191], [-0.054, 0.042, -0.329], [0.128, 0.011, -0.389], [0.563, -0.080, -0.016], [0.077, 0.278, 0.202], [0.457, 0.089, 0.374], [-0.065, -0.277, -0.360], [-0.036, -0.093, -0.153], [0.130, 0.067, 0.265], [-0.288, -0.009, -0.369], [0.268, -0.147, 0.141], [-0.147, 0.069, -0.155], [0.100, -0.082, 0.320], [0.260, 0.318, -0.179], [-0.258, -0.066, -0.072], [0.285, -0.041, 0.040], [-0.021, -0.001, -0.053], [-0.022, 0.056, 0.131], [0.056, 0.037, 0.038], [0.134, -0.039, 0.024], [-0.011, 0.027, 0.035], [0.019, 0.004, -0.059], [-0.212, 0.043, -0.030], [0.013, -0.016, 0.040], [0.039, 0.031, -0.087], [-0.050, -0.026, -0.054], [0.020, 0.029, 0.026], [-0.083, -0.106, 0.151], [-0.040, 0.058, 0.056], [-0.184, -0.030, -0.002], [0.022, 0.029, -0.035], [-0.092, -0.160, 0.007], [0.051, 0.291, 0.034], [0.004, -0.430, -0.103], [-0.159, 0.224, 0.136], [0.059, -0.211, -0.025], [-0.130, 0.303, -0.052], [0.192, 0.063, 0.126], [0.112, -0.208, -0.279], [-0.190, 0.190, 0.244], [-0.001, -0.057, 0.002], [0.065, 0.113, -0.062], [0.029, 0.058, 0.041], [-0.060, 0.075, 0.099], [0.024, 0.027, -0.019], [0.007, -0.012, 0.030], [0.078, -0.110, -0.143], [-0.006, 0.052, -0.022], [0.030, -0.062, 0.073], [-0.016, -0.065, -0.023], [0.078, -0.060, -0.012], [-0.113, 0.077, -0.122], [0.072, 0.030, -0.032], [0.016, -0.078, -0.160], [0.020, -0.035, 0.044], [0.123, 0.126, 0.076], [-0.277, -0.168, -0.061], [0.503, 0.163, 0.039], [-0.297, 0.039, 0.084], [0.193, 0.054, -0.043], [-0.248, -0.146, 0.094], [-0.020, 0.186, -0.296], [0.171, -0.093, 0.072], [-0.248, 0.137, 0.010], [0.045, 0.029, -0.002], [-0.059, -0.132, -0.031], [-0.068, -0.007, -0.042], [-0.154, 0.067, 0.048], [-0.016, -0.062, -0.021], [-0.001, 0.032, -0.018], [0.184, -0.092, -0.017], [-0.029, -0.024, 0.020], [0.018, 0.078, -0.040], [0.073, 0.002, 0.031], [-0.016, 0.006, 0.012], [-0.019, -0.109, 0.116], [0.006, -0.074, -0.044], [0.145, -0.091, 0.058], [0.009, 0.042, -0.040]]
}



{
  "formula": "C23H54BaCu2N4O9",
  "method": "ωB97M-V/def2-TZVPD",
  "lumo_energy_ev": -7.69,
  "e_homo_ha": -0.3749,
  "charge": 2,
  "mol_weight_da": 795.1,
  "e_above_lowest_ev": 11.9633,
  "homo_lumo_gap_ha": 0.09245,
  "elements": ["Ba", "Cu", "Cu", "C", "C", "C", "C", "C", "C", "N", "O", "C", "C", "C", "H", "H", "H", "H", "H", "H", "H", "H", "H", "H", "H", "H", "H", "H", "H", "H", "H", "H", "N", "O", "O", "O", "C", "C", "O", "H", "H", "H", "H", "H", "H", "C", "O", "C", "C", "N", "C", "C", "O", "C", "H", "H", "H", "H", "H", "H", "H", "H", "H", "H", "H", "H", "H", "H", "H", "C", "O", "C", "C", "N", "C", "C", "O", "C", "H", "H", "H", "H", "H", "H", "H", "H", "H", "H", "H", "H", "H", "H", "H"],
  "positions_angstrom": [[-10.61081, 6.86117, -19.38403], [-8.98837, 2.04148, -23.10069], [-8.56541, 10.66674, -25.52555], [-12.86661, 3.34061, -25.21730], [-14.02447, 2.74075, -24.32477], [-14.71011, 1.75490, -25.32621], [-15.61618, 0.62952, -24.71706], [-14.89442, -0.03439, -23.56080], [-14.41369, 0.97894, -22.49388], [-13.54899, 2.01956, -23.16460], [-12.86635, 2.87098, -22.18275], [-13.49278, 0.06978, -21.53749], [-15.61548, 1.53610, -21.67712], [-15.05793, 3.86536, -24.06460], [-12.05388, 2.61712, -25.15295], [-12.47926, 4.21024, -24.68643], [-13.15286, 3.66438, -26.21796], [-14.02109, 1.29377, -26.03381], [-15.43900, 2.31060, -25.91614], [-15.73295, -0.12282, -25.49709], [-16.59031, 0.96758, -24.36366], [-14.14993, -0.66308, -24.04924], [-15.56372, -0.71994, -23.04104], [-14.03475, -0.70419, -20.99403], [-12.91484, 0.63110, -20.80332], [-12.71959, -0.46660, -22.08755], [-16.43786, 1.96037, -22.25314], [-15.28209, 2.38973, -21.08697], [-16.20542, 0.82194, -21.10262], [-14.89645, 4.42875, -23.14557], [-16.08470, 3.50380, -24.12047], [-14.98780, 4.64384, -24.82430], [-7.62160, 6.20437, -24.35293], [-8.24531, 6.47942, -23.37445], [-7.38568, 5.02155, -24.55611], [-7.28296, 7.09899, -25.12727], [-2.84624, 6.18662, -21.36169], [-1.62555, 6.93526, -21.80288], [-0.51573, 6.14092, -21.44985], [-2.85194, 5.98428, -20.29065], [-3.04958, 5.34322, -22.02156], [-3.67947, 6.88576, -21.43259], [-1.65522, 7.92757, -21.35283], [-1.67320, 7.13321, -22.87370], [-0.52743, 6.07521, -20.49217], [-10.34471, 9.84206, -28.16180], [-9.14861, 10.61247, -27.97746], [-8.44616, 10.94118, -29.19711], [-7.62648, 12.26269, -28.95312], [-6.56617, 12.12872, -27.92379], [-5.52484, 11.15098, -28.25948], [-4.44927, 11.07950, -27.12520], [-3.87945, 12.36343, -26.84747], [-3.06240, 12.32270, -25.70642], [-10.69665, 9.36044, -27.24950], [-10.05704, 9.03547, -28.83616], [-11.12861, 10.44560, -28.61935], [-9.06492, 11.14149, -30.07182], [-7.86275, 10.05792, -29.45707], [-8.26135, 13.12295, -28.74098], [-7.14192, 12.44596, -29.91213], [-6.03121, 12.97903, -28.02822], [-5.05203, 11.29477, -29.23101], [-5.87013, 10.11794, -28.30080], [-3.60567, 10.46631, -27.44211], [-4.87037, 10.58783, -26.24826], [-3.54596, 12.15085, -24.74478], [-2.49302, 13.25114, -25.66262], [-2.33128, 11.51945, -25.79779], [-11.60626, -2.06410, -30.35605], [-10.62366, -1.02875, -30.66233], [-11.18437, 0.23369, -30.97386], [-10.30805, 1.37646, -30.38140], [-8.96325, 1.45686, -30.94089], [-8.09553, 2.31655, -30.12302], [-8.45398, 3.83476, -30.07706], [-8.07721, 4.43520, -31.29128], [-9.10587, 4.52132, -32.29885], [-12.32600, -2.22126, -31.15939], [-12.04047, -1.82660, -29.38488], [-11.05944, -3.00529, -30.29914], [-12.19397, 0.34377, -30.57802], [-11.15738, 0.32848, -32.05940], [-10.31692, 1.22273, -29.30233], [-10.93092, 2.26399, -30.49285], [-8.63373, 0.50429, -31.00518], [-7.07386, 2.19242, -30.48201], [-8.13190, 2.01128, -29.07727], [-7.77110, 4.26216, -29.34282], [-9.48371, 4.09076, -29.82760], [-9.54648, 3.56866, -32.59279], [-8.63104, 4.80030, -33.23949], [-9.89590, 5.22513, -32.03691]],
  "atomic_forces_ev_per_a": [[0.003, -0.318, -0.395], [0.005, 0.379, -0.253], [0.414, -0.049, -1.506], [0.360, 0.109, 2.467], [-0.700, 0.089, -2.981], [-1.652, -0.837, 0.605], [0.929, 0.316, 0.207], [-0.666, 0.302, -0.277], [1.071, -2.252, 0.371], [1.317, 2.731, 4.468], [-1.846, -2.680, -3.382], [0.259, 1.012, -0.254], [-0.138, 1.030, -0.581], [-0.015, 0.471, 0.385], [0.046, -0.131, -0.729], [0.048, 0.260, -0.051], [-0.182, -0.520, 0.133], [0.297, 0.038, 0.259], [0.477, 0.462, -0.286], [-0.455, 0.110, -0.022], [-0.042, 0.306, -0.388], [0.730, 0.193, 0.654], [-0.044, -0.091, 0.021], [-0.474, 0.256, -0.190], [-0.391, 0.397, 0.076], [-0.168, 0.065, -0.539], [0.328, 0.125, -0.819], [0.141, -0.325, 0.422], [0.901, -0.441, 0.351], [0.062, -0.422, 0.304], [0.053, -0.109, 0.330], [0.165, -0.253, -0.369], [0.604, -0.424, -1.774], [-2.736, 1.686, 4.462], [0.876, -1.932, -1.033], [0.634, 0.763, -1.129], [-1.357, 0.971, -0.288], [-0.501, -0.292, 0.356], [0.726, 0.528, -0.464], [0.420, -0.606, -0.054], [0.051, -0.229, 0.492], [-0.455, -0.015, -0.377], [0.511, 0.159, 0.350], [0.440, -0.423, -0.087], [0.161, -0.093, 0.071], [0.696, -0.360, -1.044], [-0.551, 0.360, 1.198], [0.702, 1.206, 0.921], [0.542, -1.935, -0.463], [-0.254, -0.311, -0.362], [0.961, -0.905, 1.175], [0.209, 0.747, -1.104], [-1.249, -0.387, 0.219], [1.076, 0.013, -0.110], [0.223, 0.394, 0.246], [-0.419, -0.218, -0.153], [-0.043, 0.015, 0.092], [-0.734, -0.032, 0.372], [0.450, 0.212, 0.005], [-0.142, -0.277, 0.199], [-0.042, 0.176, -0.364], [-0.159, 0.635, 0.755], [0.096, 0.515, -0.145], [-0.558, 0.011, 0.039], [-0.127, -0.458, -0.260], [-0.228, 0.282, 0.361], [-0.649, 0.137, -0.060], [-0.213, 0.040, 0.017], [0.221, -0.195, -0.112], [1.395, 0.594, -0.317], [-0.714, -0.928, 0.400], [1.300, 0.515, -0.007], [-1.043, -1.014, -0.170], [-1.063, 0.797, 0.260], [-0.780, 0.047, 0.136], [1.095, -1.061, -1.018], [-0.829, 0.602, -1.196], [0.710, -0.477, -0.188], [-0.270, 0.460, 0.065], [-0.408, -0.145, -0.114], [0.145, 0.149, 0.231], [-0.139, -0.057, -0.053], [-0.437, 0.162, -0.188], [0.327, -0.195, 0.541], [0.402, 0.475, -0.487], [0.442, 0.028, 0.063], [-0.016, 0.303, 0.033], [0.117, -0.352, 0.465], [-0.193, 0.058, 0.276], [-0.181, -0.301, 0.175], [-0.103, -0.371, 0.707], [0.207, 0.583, 0.271], [0.022, 0.145, 0.136]]
}